(1)
Computed, not measured: C39H31Co2O6Zr as an isolated structure at a distorted geometry, with ωB97M-V/def2-TZVPD.

**E_HOMO**: -0.0503 Ha
**Spin multiplicity**: 1
**LUMO energy**: 1.03 eV
**Energy relative to the best compared isomer or geometry (same formula, charge and spin)**: 137.4 kcal/mol
**Frontier orbital gap**: 2.4 eV
**Total charge**: -1

The geometry in XYZ format:
```
79
Properties=species:S:1:pos:R:3:forces:R:3
C 3.77006 -1.59137 -0.98542 -0.52 -0.42 -0.03
C 2.70664 -2.47611 -1.24554 -0.95 0.39 0.63
C 1.52821 -2.37756 -0.45128 -0.24 0.37 -0.15
C 1.39521 -1.36126 0.54362 1.76 -2.42 2.04
C 0.29142 -1.47137 1.68016 -2.28 3.16 -2.20
Zr -0.14440 2.92910 -0.66995 -0.56 0.96 -0.75
C -2.43537 2.52956 -0.70598 -0.66 -0.43 -0.11
C -2.64431 1.07736 -0.51115 -0.08 0.98 -0.20
C -2.70766 0.53551 0.79250 0.03 -0.48 -0.28
C -2.89381 -0.82977 0.97700 -0.11 0.09 -0.17
C -3.00143 -1.68731 -0.12223 0.12 -0.17 -0.08
C -2.91683 -1.16530 -1.41909 0.00 0.16 0.13
C -2.76942 0.20503 -1.61710 0.07 -0.41 0.28
C 1.90602 2.37600 -1.82754 -0.46 -0.24 -1.27
C 0.91385 1.34839 -2.03156 1.03 -0.28 -0.59
C -0.11788 1.91313 -2.86495 0.40 0.11 0.33
C 0.19383 3.29895 -3.09252 0.26 0.02 -0.13
C 1.44973 3.57079 -2.46756 0.10 -1.11 -0.54
C 1.04117 3.04059 1.34423 0.22 -0.21 0.84
C -0.34267 3.32834 1.64627 0.49 1.67 0.19
C -0.66644 4.60473 1.06500 0.80 -0.31 1.05
C 0.49584 5.10590 0.40531 -0.22 -0.07 0.63
C 1.56580 4.18105 0.62637 -0.62 -0.37 0.19
C 2.53163 -0.58393 0.82790 -0.06 0.55 -0.40
C 3.69852 -0.65211 0.04746 -0.63 -0.07 0.01
H 4.65833 -1.66919 -1.59535 0.12 0.09 -0.01
H 2.75294 -3.23935 -2.05391 0.07 0.73 0.75
H 0.66711 -3.06281 -0.62331 0.80 0.53 0.11
H -0.51597 -2.06283 1.28563 -0.51 0.14 -0.31
H 0.00159 -0.44622 1.90500 -0.41 0.31 -1.20
H -2.89169 3.13353 0.08752 0.04 -0.16 -0.18
H -2.74100 2.89236 -1.69728 -0.06 -0.18 0.22
H -2.60144 1.19897 1.65169 -0.11 -0.12 -0.21
H -2.96122 -1.23329 1.98789 0.01 0.03 -0.14
H -3.15580 -2.75692 0.02453 0.03 0.24 0.00
H -2.97486 -1.83517 -2.28234 -0.06 0.19 0.28
H -2.73995 0.61556 -2.63163 -0.07 -0.15 0.46
H 2.86415 2.21921 -1.33895 -0.36 0.20 0.13
H 1.00084 0.30464 -1.73003 0.10 0.36 -0.19
H -0.94910 1.35810 -3.30033 0.28 0.35 0.37
H -0.36810 3.97808 -3.73709 0.29 -0.21 0.36
H 2.00135 4.50162 -2.55472 -0.22 -0.11 0.30
H 1.61456 2.19118 1.71192 -0.13 0.44 0.11
H -0.98424 2.72988 2.28538 -0.02 0.04 -0.36
H -1.60310 5.14571 1.19035 0.21 -0.30 -0.32
H 0.59278 6.09269 -0.05181 -0.15 -0.49 0.07
H 2.61540 4.34514 0.37279 -0.52 -0.21 -0.19
H 2.47311 0.13084 1.65450 0.09 -0.23 -0.25
H 4.53500 0.03298 0.24477 -0.43 -0.43 -0.06
O -5.79970 -5.43164 5.56540 3.63 2.83 -1.87
C -4.87978 -4.81856 5.12007 -3.63 -3.69 2.24
Co -3.50611 -3.96985 4.46478 1.00 0.23 -0.54
C -4.35429 -3.76928 2.98512 -1.50 0.34 -3.25
O -4.95291 -3.58138 2.00139 1.39 -0.44 2.41
C -3.57407 -2.47164 5.39479 -0.97 4.24 1.53
O -3.77964 -1.45235 5.92403 0.60 -2.64 -1.21
C -1.74739 -3.73209 3.41943 -1.02 -0.98 -3.10
C -0.76547 -2.84817 3.73548 0.92 0.27 -1.51
C 0.18851 -1.88510 3.25617 0.66 -1.35 2.18
C 0.69035 -1.01305 4.41509 1.70 0.18 -0.32
C 0.63250 0.39122 4.37692 -0.18 -0.26 0.26
C 1.26773 1.17457 5.35856 -0.24 -0.56 -0.05
C 1.95545 0.54453 6.39950 0.21 -0.23 0.15
C 2.03517 -0.85171 6.48901 -0.88 -0.56 -0.94
C 1.40006 -1.62196 5.48608 0.33 0.08 -0.01
Co -1.07885 -4.07614 5.07937 0.71 0.16 3.37
C -2.22413 -5.23907 5.85572 -1.00 -1.55 0.30
O -2.59897 -6.09640 6.54676 0.58 1.01 -0.59
C -1.08006 -2.96943 6.48300 0.41 1.53 3.10
O -1.12277 -2.32394 7.44644 0.04 -1.46 -2.46
C 0.33550 -5.10147 5.44003 2.75 -2.48 0.14
O 1.23344 -5.80938 5.71807 -2.88 2.45 -0.77
H -1.73676 -4.33037 2.48116 -0.01 0.45 0.59
H 1.03254 -2.20847 2.52865 0.57 -1.47 1.81
H 0.03416 0.86740 3.59713 0.37 0.04 0.09
H 1.20337 2.26636 5.30838 0.04 -0.46 0.00
H 2.46339 1.11989 7.16710 -0.12 0.16 -0.14
H 2.55225 -1.38194 7.31067 -0.28 0.59 -0.57
H 1.47901 -2.73083 5.50920 -0.01 1.03 -0.04
```
Forces are in eV/Å.

***

(2)
Computed, not measured: C39H32BrCl4N5O2RhS2 as an isolated structure at a distorted geometry, with ωB97M-V/def2-TZVPD.

**E_HOMO**: -0.3872 Ha
**Spin multiplicity**: 1
**LUMO energy**: -3.88 eV
**Energy relative to the best compared isomer or geometry (same formula, charge and spin)**: 25.6 kcal/mol
**Frontier orbital gap**: 6.7 eV
**Total charge**: +1

The geometry in XYZ format:
```
86
Properties=species:S:1:pos:R:3:forces:R:3
Rh 1.70489 0.86919 0.87039 -0.07 1.44 0.43
Cl 3.67009 1.08672 3.29721 -0.23 0.29 0.05
C 3.14719 0.04977 1.96448 -0.08 -0.90 -0.19
H 2.85536 -0.92150 2.35825 0.09 0.05 0.14
H 4.01854 -0.04005 1.32243 0.06 -0.13 -0.04
N -8.47249 2.81603 -0.27807 0.10 0.01 0.01
C -7.32463 2.86384 -0.26262 -0.12 -0.01 -0.01
C -5.88824 2.92124 -0.24026 -0.02 0.00 0.00
C -5.15669 1.80500 0.15700 0.02 0.01 0.03
C -3.77530 1.86452 0.19547 -0.01 0.01 -0.01
C -3.13057 3.03470 -0.18511 0.03 0.04 -0.03
C -3.85204 4.14574 -0.59755 -0.01 0.00 0.03
C -5.23433 4.09177 -0.61545 0.02 0.00 0.00
N -1.71028 3.09345 -0.15291 0.03 -0.01 0.01
C -0.92301 4.19032 0.13964 -0.01 0.03 0.01
C 0.36203 3.75919 0.06829 -0.07 0.01 -0.05
N 0.38361 2.42281 -0.27356 -0.11 -0.23 0.16
C -0.87381 2.06047 -0.38848 0.04 -0.03 -0.17
H -5.67205 0.90118 0.45110 0.00 0.00 -0.01
H -3.20551 1.00755 0.53084 0.00 0.00 0.01
H -3.33830 5.04272 -0.91578 -0.01 -0.01 -0.01
H -5.80961 4.95035 -0.93265 0.00 0.00 0.00
H -1.34593 5.14634 0.39326 0.01 -0.02 0.00
H 1.26498 4.32124 0.23912 -0.02 -0.01 0.03
H -1.21516 1.07750 -0.67181 0.02 0.00 0.07
Br 0.42265 -1.12859 0.70149 -0.02 0.01 0.13
O 0.62348 1.80562 2.45066 -0.22 -0.25 -0.20
S 0.62841 2.20836 3.91529 0.26 -0.05 0.13
C 0.28704 0.73608 4.85927 0.00 0.01 -0.05
C -0.24926 -0.37935 4.24080 -0.05 -0.03 0.03
C -0.49469 -1.50901 5.00854 -0.02 0.00 -0.03
C -0.21267 -1.50516 6.36733 0.01 0.01 0.02
C 0.32663 -0.37578 6.97028 -0.01 -0.01 0.01
C 0.58874 0.75464 6.21292 0.06 0.02 0.01
C -0.92059 3.06235 4.11240 0.02 0.08 -0.02
C -2.01674 2.75682 3.32105 -0.01 -0.05 0.02
C -3.19551 3.45815 3.51766 0.02 -0.04 -0.03
C -3.26779 4.44499 4.49448 0.00 0.02 0.00
C -2.16143 4.74229 5.27537 -0.01 0.01 0.01
C -0.97186 4.05459 5.07924 0.02 -0.01 0.01
H -0.45608 -0.37268 3.17940 0.01 0.01 0.02
H -0.90750 -2.39328 4.54059 0.01 0.01 0.01
H -0.40584 -2.38936 6.96013 0.00 0.00 0.00
H 0.55547 -0.37987 8.02749 0.00 0.00 -0.01
H 1.03208 1.63210 6.66958 0.00 -0.01 -0.01
H -1.93436 1.98108 2.56972 -0.01 0.01 -0.01
H -4.06483 3.23146 2.91513 -0.02 -0.01 -0.04
H -4.19211 4.98788 4.64235 0.00 -0.01 0.00
H -2.21840 5.51551 6.02964 0.00 0.00 -0.01
H -0.09505 4.29292 5.66994 0.00 -0.01 -0.02
Cl -0.29346 -3.00461 -7.82346 0.00 0.00 0.00
C 0.83841 -3.03282 -6.51631 -0.02 0.00 -0.02
C 0.97287 -1.92382 -5.69935 0.01 0.00 0.01
C 1.86849 -1.97498 -4.64380 -0.03 0.00 0.00
C 2.63754 -3.10498 -4.37873 0.01 0.00 -0.01
C 3.58964 -3.18919 -3.20842 0.00 -0.01 0.00
C 4.42587 -1.93862 -2.91468 0.02 0.00 0.02
N 3.72716 -0.82489 -2.27105 -0.10 -0.02 -0.04
C 3.55573 0.43421 -2.79604 -0.01 0.04 0.03
C 2.87261 1.15240 -1.86804 0.01 0.11 0.02
N 2.64807 0.34696 -0.77342 0.22 -0.46 -0.47
C 3.16502 -0.84192 -1.05508 0.13 0.10 0.02
O 3.01889 -3.65391 -1.98692 -0.03 0.05 0.01
C 1.60800 -3.55270 -1.78137 0.03 -0.05 -0.03
C 0.79406 -4.60213 -2.47920 -0.02 0.02 -0.02
C 0.99664 -5.94675 -2.38562 0.09 0.00 0.03
Cl 2.20811 -6.74129 -1.46885 -0.01 0.02 -0.01
S -0.13028 -6.85682 -3.29590 -0.03 -0.01 -0.03
C -0.92652 -5.43033 -3.80649 -0.02 0.01 -0.02
C -0.33636 -4.31627 -3.30100 0.01 0.01 -0.03
C 2.47857 -4.19709 -5.23693 0.04 0.01 0.01
Cl 3.38293 -5.65751 -4.99954 -0.03 -0.01 0.02
C 1.59170 -4.17264 -6.29917 -0.02 0.01 0.01
H 0.38090 -1.03819 -5.88384 0.00 -0.01 0.00
H 1.94633 -1.10765 -4.00324 0.00 0.00 0.01
H 4.34412 -3.93224 -3.47267 -0.02 -0.04 0.01
H 4.86379 -1.55773 -3.83580 0.01 0.00 -0.01
H 5.23669 -2.23747 -2.25165 0.01 -0.01 0.00
H 3.93406 0.70559 -3.76625 -0.02 -0.02 0.01
H 2.52165 2.16828 -1.90658 0.02 -0.02 0.01
H 3.14938 -1.71108 -0.42037 0.01 0.04 0.01
H 1.23034 -2.56476 -2.06083 0.00 -0.01 0.01
H 1.49296 -3.64750 -0.70064 0.02 -0.01 0.00
H -1.78171 -5.49214 -4.46039 0.01 0.00 0.01
H -0.67510 -3.31073 -3.51320 0.00 -0.02 0.01
H 1.48439 -5.03650 -6.93914 0.00 0.01 0.00
```
Forces are in eV/Å.